Record 1
Here is a 10-piece molecular cluster, C30H80NO10 overall from OMol25. Energies are from wB97M-V/def2-TZVPD.

Cartesian coordinates (Å):
C1 -1.2312 1.0815 -0.4190
C2 -0.5972 -0.1325 0.2640
O1 -1.1352 -0.6205 1.3040
N1 0.8258 -0.5275 -0.1640
H1 1.0078 -0.3605 -1.1640
H2 1.4328 0.2165 0.4300
C3 1.2768 -1.8615 0.0850
H3 -2.0302 1.5055 0.2080
H4 -1.6732 0.6925 -1.3120
H5 -0.5852 1.7985 -0.7070
H6 1.3418 -2.0095 1.0970
H7 2.1738 -2.1835 -0.6810
H8 0.2488 -2.4445 -0.1560
C4 0.5518 4.6035 -2.1110
C5 -0.4882 5.1515 -1.2070
C6 -0.7782 6.6025 -1.3330
O2 -1.7502 4.4275 -1.4670
H9 1.5878 4.9015 -1.9780
H10 0.4298 4.8355 -3.1610
H11 0.7398 3.4975 -1.8570
H12 -0.4242 5.1605 -0.2050
H13 0.1708 7.3795 -1.1790
H14 -1.5362 6.9185 -0.7850
H15 -0.9302 6.9145 -2.3220
H16 -2.0932 4.4385 -0.6820
C7 4.1438 1.0085 0.0010
C8 3.4198 2.1285 0.9950
C9 3.2608 3.4455 0.0940
O3 2.1638 1.4765 1.1350
H17 4.2178 -0.0565 0.4580
H18 5.1168 1.3645 -0.1780
H19 3.6568 0.7015 -1.0200
H20 3.8308 1.9635 1.8830
H21 4.2038 3.8215 0.0140
H22 2.6898 4.1735 0.9170
H23 2.6658 3.3275 -0.7350
H24 1.7608 1.9315 1.7740
C10 3.4618 -1.3255 3.2800
C11 3.9288 -2.7965 2.8390
C12 2.9698 -3.7965 3.6350
O4 3.6488 -2.9265 1.5190
H25 4.3008 -0.7845 2.8000
H26 3.3508 -1.0135 4.3010
H27 2.4178 -1.1675 3.0320
H28 4.9548 -2.8985 2.9540
H29 2.0298 -3.5755 3.5260
H30 3.1978 -3.7815 4.8090
H31 3.0088 -4.9045 3.3600
H32 3.9648 -3.6675 1.3660
C13 -4.2512 -4.0865 -1.5840
C14 -3.7582 -2.9455 -0.5210
C15 -3.1652 -3.5475 0.6880
O5 -2.7912 -2.2155 -1.1150
H33 -4.6282 -3.4195 -2.4570
H34 -5.1802 -4.5095 -1.2310
H35 -3.7262 -4.8245 -1.9270
H36 -4.7222 -2.4455 -0.4570
H37 -3.8522 -3.9945 1.4540
H38 -2.7362 -2.8035 1.5430
H39 -2.3892 -4.2635 0.3360
H40 -3.0982 -1.5035 -1.7040
C16 5.6868 -2.1645 -4.2910
C17 4.3778 -1.9275 -5.0190
C18 3.1338 -2.2605 -4.1200
O6 4.2428 -0.7225 -5.5650
H41 5.7178 -1.0815 -3.7000
H42 6.5058 -2.2305 -4.9940
H43 5.5938 -3.0345 -3.6530
H44 4.1948 -2.7205 -5.8020
H45 3.2248 -3.4205 -3.9660
H46 2.1858 -2.0585 -4.6430
H47 3.4818 -1.7215 -3.1590
H48 4.6868 -0.9845 -6.4370
C19 -0.9062 3.1195 3.3840
C20 -0.0062 2.4905 4.2640
C21 -0.0332 0.9405 4.1540
O7 1.3418 2.9275 3.9070
H49 -1.8842 2.7555 3.6700
H50 -0.8472 2.9415 2.3390
H51 -1.0482 4.1965 3.3710
H52 -0.1232 2.7285 5.2240
H53 -1.1402 0.5785 4.3300
H54 0.6128 0.3635 4.7490
H55 0.2488 0.6785 3.1950
H56 1.9378 2.7315 4.7710
C22 -6.4452 0.8655 -1.8200
C23 -5.5422 1.9215 -1.4750
C24 -5.4242 2.0485 0.1750
O8 -4.3072 1.6355 -1.9690
H57 -7.4962 1.1255 -1.5390
H58 -6.1662 -0.1325 -1.2500
H59 -6.5042 0.6765 -2.8820
H60 -5.9492 2.8695 -1.6670
H61 -6.2502 2.3545 0.6130
H62 -4.8662 2.8395 0.4910
H63 -5.3822 1.0745 0.8250
H64 -4.1512 2.4785 -2.3930
C25 -0.1862 -0.7305 -3.9180
C26 0.7668 0.5065 -3.9760
C27 -0.0092 1.7595 -4.3510
O9 1.3208 0.6995 -2.6680
H65 -1.1932 -0.7675 -3.3540
H66 0.2018 -1.5995 -3.6460
H67 -0.5422 -1.1145 -4.9640
H68 1.4978 0.4445 -4.8030
H69 -0.6102 1.7395 -5.3280
H70 0.4498 2.6155 -4.5220
H71 -0.8542 2.0355 -3.7810
H72 1.9398 1.4635 -2.8130
C28 -1.8822 -2.0615 4.7470
C29 -2.0432 -3.5965 4.4040
C30 -0.9512 -4.1525 3.5000
O10 -2.0792 -4.4395 5.6220
H73 -0.9382 -1.9285 5.2390
H74 -2.5822 -1.6275 5.6740
H75 -1.9742 -1.4135 4.0620
H76 -3.1482 -3.6005 3.9670
H77 -0.7112 -3.3815 2.6990
H78 -1.4232 -5.0935 3.3430
H79 0.1038 -4.4305 4.0220
H80 -2.4532 -5.2885 5.4500

The energy is -54350.829 eV. Its charge is +1. The LUMO energy comes out at -2.1367 eV. The energy relative to the best compared isomer or geometry (same formula, charge and spin) comes out at 0.0 kJ/mol. For the gap between HOMO and LUMO, the calculation gives 9.629 eV. The value obtained for the largest force on an atom is 12.37 eV/Å. The spin multiplicity is 1.

Atomic partial charges in e from the Mulliken method, atoms 1 to 99:
1 C -0.5969
2 C 0.5041
3 O -0.4743
4 N 2.0296
5 H -0.3607
6 H -0.1540
7 C -0.6580
8 H 0.3432
9 H 0.1217
10 H -0.0615
11 H 0.3847
12 H 0.0574
13 H 0.2411
14 C -0.7384
15 C 0.6735
16 C -1.9915
17 O -0.4566
18 H 0.5424
19 H 0.4344
20 H -0.3334
21 H 0.3285
22 H 0.3045
23 H 0.4712
24 H 0.4602
25 H 0.2670
26 C -0.8718
27 C -0.1239
28 C -0.9494
29 O 0.0586
30 H 0.0582
31 H 0.6559
32 H -0.1610
33 H 0.7947
34 H 0.6468
35 H 0.2521
36 H -0.1884
37 H -0.3467
38 C -0.5821
39 C -0.1226
40 C -0.6914
41 O -0.3454
42 H 0.1870
43 H 0.5435
44 H -0.2054
45 H 0.6144
46 H -0.2219
47 H 0.3032
48 H 0.3794
49 H 0.1857
50 C -1.5028
51 C 0.4418
52 C -0.6720
53 O -0.2441
54 H 0.3057
55 H 0.4463
56 H 0.4405
57 H 0.1330
58 H 0.4346
59 H -0.3127
60 H 0.2941
61 H 0.2087
62 C -1.1330
63 C 0.0692
64 C -0.6752
65 O -0.4882
66 H 0.1955
67 H 0.3983
68 H 0.2906
69 H 0.4081
70 H 0.3923
71 H 0.1970
72 H -0.0269
73 H 0.3934
74 C -1.4101
75 C 0.1337
76 C -0.4882
77 O -0.6188
78 H 0.4273
79 H 0.0522
80 H 0.4293
81 H 0.7007
82 H 0.2034
83 H 0.5510
84 H -0.3204
85 H 0.3531
86 C -1.1118
87 C 0.3725
88 C -1.6404
89 O -0.3425
90 H 0.3605
91 H 0.0767
92 H 0.3464
93 H 0.3463
94 H 0.6823
95 H 0.4991
96 H 0.2100
97 H 0.2240
98 C -1.5808
99 C 1.1136

Record 2
Here is a 10-piece molecular cluster, C30H80O30S10 overall from OMol25. Energies are from wB97M-V/def2-TZVPD.

Cartesian coordinates (Å):
C1 -26.9232 -6.6926 -3.6662
C2 -28.1911 -6.9159 -2.8474
O1 -28.0925 -8.0227 -1.9443
S1 -29.5068 -8.4445 -1.1662
C3 -29.8782 -6.7773 -0.4184
O2 -30.5715 -8.7906 -2.1344
O3 -29.1472 -9.4239 -0.1859
H1 -26.7970 -5.7630 -4.2212
H2 -26.7770 -7.4739 -4.4120
H3 -26.0763 -6.7009 -2.9800
H4 -28.3605 -6.0238 -2.2444
H5 -29.0475 -7.1159 -3.4913
H6 -30.5076 -6.8506 0.4685
H7 -30.4982 -6.1415 -1.0504
H8 -28.8967 -6.4927 -0.0392
C4 -30.0058 -21.0938 -11.5709
C5 -29.8328 -19.5959 -11.7047
O4 -29.1986 -19.0009 -10.5788
S2 -29.3710 -17.3267 -10.2782
C6 -28.1845 -16.7790 -11.6221
O5 -30.7414 -16.8672 -10.5473
O6 -28.7354 -16.9314 -9.0065
H9 -30.5505 -21.2731 -10.6439
H10 -29.0730 -21.6576 -11.5632
H11 -30.5382 -21.5980 -12.3774
H12 -29.2069 -19.3552 -12.5639
H13 -30.8030 -19.1323 -11.8833
H14 -27.1748 -17.1551 -11.4575
H15 -28.1962 -15.6918 -11.6987
H16 -28.5596 -17.1750 -12.5658
C7 -20.5419 -8.6631 -0.7372
C8 -21.9830 -9.1876 -0.7160
O7 -22.7767 -8.4987 0.2151
S3 -24.3605 -9.0357 0.5039
C9 -25.0040 -8.9225 -1.1447
O8 -24.4027 -10.4642 0.8922
O9 -25.0889 -8.0150 1.2588
H17 -20.0566 -9.0129 0.1740
H18 -20.5634 -7.5788 -0.8461
H19 -19.9053 -9.0524 -1.5317
H20 -22.3916 -8.8951 -1.6833
H21 -22.0566 -10.2644 -0.5633
H22 -26.0269 -9.2856 -1.0447
H23 -24.4935 -9.6150 -1.8139
H24 -24.9500 -7.9083 -1.5405
C10 -31.7650 -11.1926 -8.0899
C11 -31.4356 -9.7523 -8.3402
O10 -30.7643 -9.2043 -7.2408
S4 -30.3407 -7.6445 -7.2892
C12 -29.0292 -7.7512 -8.3937
O11 -31.4568 -6.8431 -7.8269
O12 -29.8365 -7.2860 -5.9771
H25 -32.4130 -11.7044 -8.8015
H26 -32.2566 -11.2042 -7.1171
H27 -30.8555 -11.7786 -7.9575
H28 -30.7639 -9.7641 -9.1986
H29 -32.2729 -9.1089 -8.6104
H30 -29.2338 -7.1680 -9.2916
H31 -28.8938 -8.8296 -8.4763
H32 -28.1459 -7.2841 -7.9581
C13 -25.7554 -15.8784 -8.2467
C14 -24.7557 -15.4938 -7.1212
O13 -24.0466 -16.5283 -6.5795
S5 -24.1178 -16.7478 -4.9224
C15 -25.8262 -17.3114 -4.8198
O14 -23.2012 -17.7929 -4.6298
O15 -24.1047 -15.4575 -4.2833
H33 -26.7984 -16.0385 -7.9734
H34 -25.2370 -16.5980 -8.8804
H35 -25.8638 -15.0110 -8.8979
H36 -24.1262 -14.7614 -7.6265
H37 -25.3390 -14.9099 -6.4092
H38 -25.9299 -17.9668 -5.6846
H39 -26.3848 -16.3770 -4.7651
H40 -26.0409 -17.7136 -3.8297
C16 -27.1021 -11.5578 -9.3743
C17 -25.8905 -12.0375 -10.1218
O16 -26.0888 -11.6723 -11.4824
S6 -25.8503 -12.8670 -12.6471
C18 -24.0306 -12.6991 -12.7652
O17 -26.1428 -14.1712 -12.0947
O18 -26.4560 -12.4155 -13.9035
H41 -27.9453 -12.0614 -9.8472
H42 -27.2213 -10.5056 -9.6328
H43 -27.1602 -11.6146 -8.2873
H44 -25.0822 -11.3471 -9.8809
H45 -25.6858 -13.0955 -9.9578
H46 -23.7641 -13.6725 -13.1770
H47 -23.5248 -12.5949 -11.8053
H48 -23.9786 -11.8877 -13.4911
C19 -26.1952 -14.9230 -2.0727
C20 -25.4061 -13.6700 -2.1635
O19 -24.5035 -13.6443 -1.1191
S7 -22.9853 -12.9787 -1.3630
C21 -22.2632 -14.3763 -2.3257
O20 -23.2095 -11.8468 -2.2583
O21 -22.3085 -12.8611 -0.1274
H49 -25.3881 -15.6121 -1.8242
H50 -26.7019 -15.1947 -2.9987
H51 -27.0209 -14.8089 -1.3704
H52 -25.0321 -13.3432 -3.1337
H53 -26.0400 -12.8377 -1.8576
H54 -22.6521 -15.3586 -2.0577
H55 -21.1972 -14.3212 -2.1050
H56 -22.3454 -14.2136 -3.4004
C22 -28.3625 -14.2788 -6.3222
C23 -28.6811 -12.8816 -5.8995
O22 -27.5644 -12.3907 -5.2050
S8 -27.9768 -11.4148 -3.8862
C24 -29.1674 -10.2011 -4.6579
O23 -28.8098 -12.2071 -2.9762
O24 -26.7117 -10.7291 -3.4568
H57 -29.0203 -14.7988 -7.0187
H58 -28.3637 -14.8916 -5.4209
H59 -27.3840 -14.4985 -6.7492
H60 -28.7800 -12.2072 -6.7501
H61 -29.6413 -12.8012 -5.3900
H62 -29.1432 -9.3788 -3.9428
H63 -30.2064 -10.5048 -4.7856
H64 -28.7428 -9.9580 -5.6319
C25 -33.3797 -19.5226 -3.3877
C26 -33.1645 -17.9832 -3.5173
O25 -31.7763 -17.9886 -3.7409
S9 -31.1033 -16.6912 -4.5413
C27 -31.1321 -15.4196 -3.2370
O26 -29.7018 -17.0682 -4.8319
O27 -32.0047 -16.3194 -5.6110
H65 -34.3854 -19.8479 -3.1215
H66 -32.7177 -19.9516 -2.6355
H67 -33.1110 -19.8957 -4.3760
H68 -33.8185 -17.7198 -4.3486
H69 -33.4798 -17.4018 -2.6509
H70 -30.5623 -15.7552 -2.3705
H71 -32.1569 -15.4203 -2.8657
H72 -30.8137 -14.4890 -3.7068
C28 -23.2327 -6.8832 -7.7521
C29 -24.5197 -7.6892 -7.5823
O28 -24.1391 -8.9920 -7.6185
S10 -25.0233 -10.0536 -6.6899
C30 -24.1153 -9.6873 -5.0400
O29 -26.4122 -9.5207 -6.6482
O30 -24.7305 -11.4185 -7.0821
H73 -23.3629 -5.8600 -7.3994
H74 -22.8904 -6.7753 -8.7813
H75 -22.3783 -7.1392 -7.1254
H76 -24.9651 -7.3837 -6.6356
H77 -25.2368 -7.4163 -8.3565
H78 -23.1021 -10.0243 -5.2592
H79 -24.6218 -10.2466 -4.2535
H80 -24.1246 -8.6105 -4.8709

The energy is -202174.898 eV. Its SMILES is CCOS(C)(=O)=O.CCOS(C)(=O)=O.CCOS(C)(=O)=O.CCOS(C)(=O)=O.CCOS(C)(=O)=O.CCOS(C)(=O)=O.CCOS(C)(=O)=O.CCOS(C)(=O)=O.CCOS(C)(=O)=O.CCOS(C)(=O)=O. The LUMO energy comes out at 0.0444 eV. The energy relative to the best compared isomer or geometry (same formula, charge and spin) comes out at 606.8 kJ/mol. For the gap between HOMO and LUMO, the calculation gives 10.075 eV. The value obtained for the largest force on an atom is 4.78 eV/Å. The spin multiplicity is 1.

Atomic partial charges in e from the Mulliken method, atoms 1 to 99:
1 C -1.0289
2 C -0.5809
3 O -0.0443
4 S 1.3277
5 C -1.1043
6 O -0.6225
7 O -0.5974
8 H 0.5030
9 H -0.0685
10 H 0.2717
11 H 0.4247
12 H 0.5978
13 H 0.4343
14 H 0.3293
15 H 0.3308
16 C -1.3030
17 C -0.1280
18 O -0.2983
19 S 1.0143
20 C -1.0467
21 O -0.6174
22 O -0.4444
23 H 0.3144
24 H 0.3241
25 H 0.3770
26 H 0.2684
27 H 0.3477
28 H 0.3068
29 H 0.3066
30 H 0.4976
31 C -1.4606
32 C 0.7353
33 O -0.3780
34 S 1.1534
35 C -0.1021
36 O -0.5461
37 O -0.6155
38 H 0.3591
39 H 0.3473
40 H 0.3780
41 H 0.0059
42 H -0.0190
43 H 0.0861
44 H -0.3744
45 H 0.3290
46 C -1.0255
47 C -0.2813
48 O -0.2368
49 S 1.1991
50 C -0.4995
51 O -0.6964
52 O -0.4918
53 H 0.4469
54 H 0.2987
55 H 0.0261
56 H 0.3221
57 H 0.3952
58 H 0.4167
59 H -0.2057
60 H 0.3076
61 C -0.9108
62 C 0.4889
63 O -0.4544
64 S 0.9684
65 C -0.3108
66 O -0.6914
67 O -0.3717
68 H 0.3591
69 H 0.4956
70 H -0.0789
71 H 0.1784
72 H -0.0470
73 H 0.4345
74 H -0.4316
75 H 0.4661
76 C -0.7317
77 C 0.0115
78 O -0.4557
79 S 1.1103
80 C -0.9420
81 O -0.4397
82 O -0.6175
83 H 0.5631
84 H 0.3620
85 H -0.2557
86 H 0.1833
87 H 0.1794
88 H 0.3554
89 H 0.2991
90 H 0.3453
91 C -0.7107
92 C 0.4438
93 O -0.5608
94 S 1.0563
95 C -1.0647
96 O -0.3768
97 O -0.5880
98 H 0.3670
99 H -0.3404